[1]
C33H50Cl4O17 | ωB97M-V/def2-TZVPD

As for the HOMO energy: -9.71 eV. As for the net charge: 0. As for the structure (SMILES): O=C1CCCO1.O=C1CCCO1.O=C1CCCO1.O=C1CCCO1.O=C1CCCO1.O=C1CCCO1.O=C1CCCO1.O=C1OCCO1.ClCCl.ClCCl. The electronic energy is -4407.3485 a.u. The calculation puts the orbital gap at 10.094 eV.

Each line ends with the Mulliken charge.
CARTESIAN COORDINATES (ANGSTROEM)
C -2.339 5.766 -0.705  1.136
Cl -2.029 7.457 -0.774  -0.178
Cl -3.583 5.348 -1.884  -0.194
H -1.466 5.171 -0.808  -0.779
H -2.832 5.637 0.310  0.102
C -2.198 3.506 2.939  0.673
Cl -3.859 3.211 2.389  -0.190
Cl -1.945 2.956 4.638  -0.200
H -1.461 2.968 2.331  -0.567
H -2.021 4.578 2.971  0.313
O 0.064 4.328 0.252  -0.463
C 1.247 4.545 0.400  0.322
O 1.720 5.055 1.517  -0.417
C 3.167 5.225 1.413  -0.626
C 3.640 4.466 0.201  -0.429
C 2.359 4.479 -0.639  0.284
H 3.592 4.911 2.339  0.466
H 3.341 6.285 1.207  0.250
H 3.786 3.452 0.523  -0.002
H 4.477 4.919 -0.277  0.441
H 2.322 3.584 -1.258  -0.340
H 2.224 5.280 -1.348  0.423
O 0.462 0.092 -3.467  -0.748
C 1.205 0.207 -2.505  0.516
O 0.669 0.279 -1.240  -0.263
C 1.630 0.176 -0.168  0.349
C 3.030 0.170 -0.872  -0.348
C 2.716 0.152 -2.353  -0.871
H 1.481 -0.798 0.372  -0.790
H 1.389 0.991 0.518  0.681
H 3.780 -0.568 -0.583  0.215
H 3.486 1.107 -0.720  0.183
H 3.008 -0.710 -2.853  0.410
H 3.097 1.007 -2.915  0.402
O 1.539 -4.410 4.833  -0.675
C 0.466 -4.144 4.292  0.591
O -0.396 -3.280 4.744  -0.406
C -1.584 -3.166 3.859  -0.405
C -1.282 -3.916 2.574  1.038
C -0.082 -4.752 3.040  -0.416
H -1.744 -2.071 3.734  0.229
H -2.391 -3.615 4.458  0.276
H -1.173 -3.159 1.820  -0.360
H -2.078 -4.602 2.426  -0.231
H 0.714 -4.779 2.273  -0.052
H -0.398 -5.801 3.152  0.398
O 2.089 2.607 -3.899  -0.606
C 1.026 3.037 -4.244  0.518
O 0.025 3.201 -3.328  -0.010
C -1.188 3.550 -4.001  0.288
C -0.837 4.091 -5.315  -0.667
C 0.537 3.494 -5.627  -0.896
H -1.662 4.238 -3.327  -0.312
H -1.726 2.601 -4.015  0.279
H -0.675 5.142 -5.206  0.290
H -1.654 3.944 -6.039  0.407
H 1.264 4.025 -6.243  0.422
H 0.477 2.612 -6.204  0.313
O 4.112 0.862 2.779  -0.669
C 4.106 -0.347 2.710  0.429
O 4.971 -0.975 1.895  -0.405
C 4.758 -2.436 1.971  -0.202
C 3.996 -2.621 3.244  -0.381
C 3.200 -1.360 3.394  0.391
H 5.793 -2.827 1.879  0.305
H 4.240 -2.758 1.076  0.011
H 4.638 -2.818 4.103  0.367
H 3.381 -3.570 3.277  0.152
H 2.946 -0.927 4.417  0.381
H 2.299 -1.443 2.758  -0.340
O -3.528 -6.111 -0.080  -0.564
C -4.075 -5.185 0.346  0.448
O -3.529 -3.936 0.167  -0.235
C -4.279 -2.921 0.845  0.063
C -5.636 -3.563 1.156  -0.530
C -5.285 -5.020 1.212  -0.530
H -4.370 -2.113 0.170  0.228
H -3.780 -2.638 1.800  -0.037
H -6.362 -3.426 0.339  0.268
H -6.054 -3.068 2.076  0.334
H -6.104 -5.626 0.867  0.398
H -4.886 -5.280 2.173  0.216
O 1.306 -3.246 0.645  -0.359
C 1.037 -3.428 -0.531  0.379
O 1.897 -3.047 -1.519  -0.459
C 1.338 -3.412 -2.861  -0.307
C -0.137 -3.675 -2.681  -0.705
C -0.329 -3.843 -1.150  -0.044
H 1.934 -4.273 -3.176  0.377
H 1.507 -2.512 -3.484  0.189
H -0.511 -4.541 -3.242  0.362
H -0.667 -2.842 -3.142  0.254
H -0.387 -4.870 -0.922  0.645
H -1.170 -3.366 -0.712  -0.305
C -2.443 1.330 -1.350  -0.193
C -1.507 2.219 -0.493  0.732
O -1.455 1.447 0.750  -0.321
C -1.997 0.232 0.597  0.646
O -1.963 -0.604 1.437  -0.492
O -2.710 0.182 -0.536  -0.300
H -1.930 1.047 -2.277  -0.001
H -3.338 1.895 -1.494  0.420
H -1.964 3.183 -0.295  -0.044
H -0.488 2.153 -0.838  -0.346


[2]
C33H50ClIN13O4 | ωB97M-V/def2-TZVPD

As for the HOMO energy: -11.06 eV. As for the net charge: +1. The electronic energy is -3057.7517 a.u. The calculation puts the orbital gap at 8.617 eV.

Each line ends with the Mulliken charge.
CARTESIAN COORDINATES (ANGSTROEM)
C 6.362 0.347 -0.449  -0.595
O 6.627 1.748 -0.567  -0.408
C 5.479 2.538 -0.230  -0.544
C 4.543 2.596 -1.534  0.338
C 3.785 3.980 -1.701  -0.967
C 2.253 3.914 -1.259  -0.632
C 1.371 3.195 -2.384  -0.167
N 1.215 1.769 -2.041  0.395
C 1.728 0.597 -2.645  -0.855
I 2.971 0.644 -4.406  0.218
C 1.312 -0.548 -1.884  0.773
Cl 1.784 -2.198 -2.278  -0.156
N 0.509 -0.050 -0.822  0.511
C -0.137 -0.914 0.178  0.445
C -0.528 -0.194 1.514  0.276
O 0.364 0.132 2.248  -0.491
O -1.860 0.077 1.791  -0.289
C 0.483 1.296 -0.980  -0.054
O -0.186 2.192 -0.195  -0.270
H 6.662 -0.086 0.547  0.287
H 6.990 -0.190 -1.216  0.307
H 5.297 0.058 -0.644  0.149
H 4.904 1.968 0.545  0.314
H 5.722 3.591 0.054  0.328
H 3.823 1.743 -1.430  -0.274
H 5.146 2.408 -2.461  0.344
H 3.764 4.354 -2.767  0.322
H 4.330 4.780 -1.126  0.479
H 2.150 3.390 -0.268  0.253
H 1.918 4.976 -1.085  0.453
H 0.395 3.739 -2.441  -0.329
H 1.889 3.238 -3.376  0.470
H 0.598 -1.717 0.454  -0.224
H -1.006 -1.469 -0.280  0.190
H -2.015 1.043 1.740  0.063
H -0.936 2.544 -0.743  0.258
C 8.908 4.512 -2.342  -0.861
C 7.591 4.458 -3.019  0.445
N 6.570 4.417 -3.543  -0.435
H 8.815 5.035 -1.391  0.262
H 9.271 3.501 -2.159  0.258
H 9.626 5.040 -2.970  0.347
C -2.573 6.089 -2.301  -0.954
C -2.186 4.661 -2.314  0.563
N -1.887 3.550 -2.325  -0.547
H -2.895 6.393 -3.295  0.285
H -3.392 6.243 -1.600  0.304
H -1.723 6.700 -1.997  0.332
C -3.953 -2.415 0.728  -0.359
C -3.156 -3.206 -0.239  0.389
N -2.535 -3.819 -0.988  -0.495
H -3.985 -1.372 0.414  0.282
H -4.971 -2.803 0.775  0.430
H -3.504 -2.474 1.716  -0.156
C 2.927 -3.446 2.105  -0.402
C 4.156 -2.653 1.857  0.324
N 5.106 -2.037 1.665  -0.393
H 2.211 -3.274 1.307  -0.041
H 3.171 -4.507 2.142  0.353
H 2.480 -3.150 3.053  0.119
C -2.374 4.158 2.741  -0.972
C -2.727 3.355 1.545  0.601
N -3.002 2.732 0.617  -0.519
H -1.525 4.804 2.515  0.290
H -3.222 4.774 3.037  0.354
H -2.108 3.496 3.565  0.323
C -5.822 -3.531 -2.864  -0.680
C -6.483 -2.485 -2.045  0.360
N -6.992 -1.675 -1.409  -0.412
H -6.572 -4.175 -3.320  0.302
H -5.228 -3.065 -3.649  0.250
H -5.168 -4.135 -2.235  0.194
C -0.639 -3.118 4.134  -0.932
C -0.268 -3.273 2.708  0.646
N 0.017 -3.393 1.600  -0.618
H 0.035 -2.410 4.616  0.332
H -1.662 -2.747 4.212  0.193
H -0.570 -4.081 4.642  0.325
C 0.286 -5.102 8.297  -0.744
C -0.591 -5.439 7.150  0.383
N -1.272 -5.701 6.262  -0.430
H -0.320 -4.789 9.147  0.264
H 0.876 -5.973 8.581  0.278
H 0.959 -4.290 8.022  0.277
C -0.817 -6.521 -2.313  -0.492
C -0.467 -7.962 -2.275  0.210
N -0.195 -9.077 -2.246  -0.350
H -1.087 -6.232 -3.328  0.277
H -1.661 -6.327 -1.652  0.172
H 0.033 -5.924 -1.987  0.179
C -6.424 -3.192 4.498  -0.885
C -5.142 -2.555 4.114  0.387
N -4.148 -2.062 3.817  -0.443
H -6.369 -4.266 4.325  0.285
H -6.625 -3.010 5.553  0.318
H -7.236 -2.776 3.903  0.294
C -4.518 3.724 -5.792  -0.785
C -4.598 5.050 -5.134  0.419
N -4.660 6.077 -4.624  -0.475
H -3.482 3.496 -6.040  0.256
H -4.902 2.955 -5.122  0.268
H -5.111 3.729 -6.706  0.329


[3]
C33H50ClPPd | ωB97M-V/def2-TZVPD

As for the HOMO energy (spin up / spin down): -3.86 / -8.19 eV. As for the net charge: 0. The calculation puts the energy above the lowest of the compared OMol25 structures with the same formula, charge and spin at 136.32 kJ/mol. The electronic energy is -2216.5777 a.u. The calculation puts the orbital gap (spin up / spin down) at 4.169 / 6.590 eV. As for the spin multiplicity: 5.

Each line ends with the Löwdin spin population.
CARTESIAN COORDINATES (ANGSTROEM)
Pd 0.572 2.262 1.660  0.842
P -0.121 0.509 -1.257  0.016
Cl 1.480 3.929 0.331  0.060
C -0.874 -0.651 0.136  0.064
H 0.033 -0.695 0.801  0.009
H -1.562 0.125 0.621  0.009
C 1.716 0.841 -1.207  0.006
C -0.853 2.220 -1.484  0.014
C 2.360 0.624 -2.578  0.000
H 1.753 1.910 -1.046  0.002
C 3.853 0.940 -2.522  0.000
H 2.250 -0.402 -2.952  0.000
H 1.933 1.261 -3.375  0.000
C 4.544 0.186 -1.352  0.001
H 4.362 0.712 -3.462  0.000
H 3.995 2.012 -2.349  0.000
C 3.863 0.434 -0.022  0.001
H 4.561 -0.883 -1.587  0.000
H 5.609 0.486 -1.312  0.000
C 2.347 0.177 -0.038  0.026
H 4.319 -0.149 0.752  0.000
H 4.007 1.461 0.255  0.000
H 2.162 -0.863 -0.016  0.001
H 1.932 0.563 0.887  0.023
C -0.712 -0.714 -2.512  0.001
C -2.396 2.165 -1.524  0.001
H -0.559 2.681 -0.536  0.012
C -2.972 3.541 -1.237  0.000
H -2.717 1.836 -2.525  0.000
H -2.801 1.438 -0.802  0.000
C -2.346 4.651 -2.110  0.000
H -4.049 3.525 -1.419  0.000
H -2.827 3.796 -0.184  0.000
C -0.836 4.564 -2.295  0.001
H -2.803 4.607 -3.094  0.000
H -2.607 5.622 -1.711  0.000
C -0.350 3.102 -2.597  0.002
H -0.506 5.223 -3.104  0.000
H -0.309 4.878 -1.390  0.001
H -0.748 2.811 -3.557  0.000
H 0.722 3.103 -2.677  0.000
C 0.116 -1.975 -2.532  0.004
H -1.715 -0.960 -2.131  0.000
C -0.487 -3.045 -3.476  0.000
H 1.128 -1.760 -2.887  0.000
H 0.227 -2.407 -1.530  0.004
C -0.835 -2.501 -4.857  0.000
H 0.224 -3.854 -3.587  0.000
H -1.367 -3.474 -3.014  0.000
C -1.526 -1.120 -4.851  0.000
H 0.084 -2.414 -5.455  0.000
H -1.482 -3.204 -5.388  0.000
C -0.855 -0.111 -3.916  0.000
H -1.529 -0.699 -5.865  0.000
H -2.578 -1.234 -4.557  0.000
H 0.154 0.145 -4.296  0.000
H -1.440 0.825 -3.896  0.000
C -0.371 -3.256 0.716  0.614
C -1.383 -2.167 0.406  0.081
H 0.006 -3.848 -0.103  0.033
C -2.339 -1.968 1.637  0.020
H -1.950 -2.298 -0.540  0.005
C -1.466 -1.659 2.822  0.024
H -2.973 -1.113 1.398  0.002
H -3.028 -2.774 1.878  0.002
C -0.590 -2.856 3.194  0.012
H -0.793 -0.832 2.633  0.019
H -2.041 -1.342 3.671  0.002
C 0.266 -3.363 2.016  0.112
H 0.059 -2.614 4.028  0.001
H -1.222 -3.675 3.529  0.001
H 1.222 -2.857 2.016  0.039
H 0.542 -4.401 2.158  0.011
C 0.608 0.929 3.055  0.587
C 0.588 0.391 4.222  0.334
C 0.388 -0.037 5.570  0.217
C -0.759 0.374 6.290  0.194
C -0.996 -0.127 7.552  0.037
C -0.108 -1.015 8.141  0.288
C 1.065 -1.362 7.480  0.039
C 1.328 -0.879 6.213  0.191
H -1.423 1.072 5.811  0.010
H -1.883 0.189 8.082  -0.004
H -0.320 -1.431 9.114  0.019
H 1.784 -2.009 7.954  -0.003
H 2.244 -1.123 5.683  0.009